Entry 1:
An isolated ion of composition C3H2NOS2 and charge -1 in a non-equilibrium geometry, computed with the ωB97M-V functional and the def2-TZVPD basis.

Last column: Mulliken spin population.
Geometry (Å):
C -0.53871 -0.55451 1.26748  0.59
C 1.34036 0.40689 0.35270  0.25
C -0.59926 -0.01679 -1.22314  0.42
N 0.63916 0.05525 1.28473  -0.05
O 2.33032 0.76211 -0.15499  0.10
S -0.48573 -0.34780 -2.84037  0.42
S -1.52821 -0.73250 -0.10767  0.24
H -1.15501 -0.39845 2.21953  0.04
H -0.00293 0.82580 -0.79828  -0.02

Atomic forces in eV per Å
C -2.284 0.022 3.182
C 0.931 0.133 0.114
C 2.879 2.660 -1.628
N 0.274 -0.129 0.854
O 0.983 0.327 -0.934
S 0.008 -0.382 -0.964
S -2.800 -2.022 1.494
H 1.017 -0.559 -1.281
H -1.008 -0.051 -0.836

maximum force = 4.24 eV/Å
DFT total energy = -28349.408 eV
total charge = -1
spin multiplicity = 3
ΔE to the lowest compared entry with this formula, charge and spin = 72.9 kJ/mol
M = 132.19 g mol⁻¹
HOMO-LUMO gap (spin up / spin down) = 0.177 / 0.259 hartree
expectation value of S² = 2.014

=====

Entry 2:
The molecule C3H2O in a non-equilibrium geometry, computed with the ωB97M-V functional and the def2-TZVPD basis.

Last column: Mulliken charge in e.
Geometry (Å):
C -0.73247 0.42036 0.01457  -0.28
C 0.67618 0.04386 0.06657  -0.08
C 1.88358 -0.11171 -0.02866  0.10
H -0.99968 1.44461 -0.10484  0.32
H 2.96755 -0.30061 -0.07122  0.34
O -1.61645 -0.40739 -0.01735  -0.41

Atomic forces in eV per Å
C -0.383 -1.988 -0.410
C 2.047 0.337 -0.238
C -0.900 -0.047 0.270
H 0.205 1.295 0.111
H -1.306 0.203 0.025
O 0.336 0.199 0.242

maximum force = 2.09 eV/Å
DFT total energy = -5188.046 eV
structure (SMILES) = C#CC=O
ΔE to the lowest compared entry with this formula, charge and spin = 14.0 kJ/mol
M = 54.05 g mol⁻¹
HOMO-LUMO gap = 0.391 hartree

=====

Entry 3:
A 2-piece molecular cluster, C3H2O overall in a non-equilibrium geometry, computed with the ωB97M-V functional and the def2-TZVPD basis.

Last column: Mulliken charge in e.
Geometry (Å):
C -0.66343 -0.33535 1.15111  0.00
C -0.31183 -1.53295 1.52661  -0.28
C -0.87769 0.66372 0.44658  0.65
O -0.54710 1.47348 -0.47370  -0.37
H 1.36105 0.20532 -1.38042  0.05
H 1.03900 -0.47423 -1.27018  -0.05

Atomic forces in eV per Å
C 0.088 -5.263 3.542
C -0.686 2.164 -0.576
C 4.039 7.612 -9.197
O -3.599 -4.369 6.312
H -0.229 -0.644 0.059
H 0.388 0.500 -0.139

maximum force = 12.60 eV/Å
DFT total energy = -5184.517 eV
ΔE to the lowest compared entry with this formula, charge and spin = 354.5 kJ/mol
M = 54.05 g mol⁻¹
HOMO-LUMO gap = 0.359 hartree

=====

Entry 4:
A 2-piece molecular cluster, C3H2O3 overall in a non-equilibrium geometry, computed with the ωB97M-V functional and the def2-TZVPD basis.

Last column: Mulliken charge in e.
Geometry (Å):
C -1.37120 -0.50576 0.41424  0.51
C 3.62140 -1.42059 0.73884  0.09
C -0.88125 0.45962 -0.34096  -0.18
O -1.41061 -1.60070 0.79201  -0.38
O -1.22969 1.54902 -0.96547  -0.49
O 2.78830 -0.69694 0.46111  -0.09
H -1.51200 2.28395 -0.42576  0.33
H -0.00495 -0.06860 -0.67401  0.21

Atomic forces in eV per Å
C 0.350 0.399 -1.659
C -1.182 1.026 -0.389
C 0.710 -2.554 1.660
O -0.760 -0.664 1.490
O -1.244 2.333 -1.530
O 1.170 -1.029 0.386
H 0.085 0.118 0.473
H 0.870 0.371 -0.430

maximum force = 3.13 eV/Å
DFT total energy = -9282.802 eV
ΔE to the lowest compared entry with this formula, charge and spin = 262.9 kJ/mol
M = 86.05 g mol⁻¹
HOMO-LUMO gap = 0.312 hartree

=====

Entry 5:
A 2-piece molecular cluster, C3H2O4P overall in a non-equilibrium geometry, computed with the ωB97M-V functional and the def2-TZVPD basis.

Last column: Mulliken charge in e.
Geometry (Å):
C 1.54547 1.37256 -0.64014  0.06
C -0.45515 -1.97393 -0.21880  0.08
C -1.12471 0.73761 0.69859  0.45
O -2.04431 1.46641 0.49765  -0.56
O 1.71151 2.46876 -1.06644  -0.38
O -1.00338 -3.04390 -0.45520  -0.53
O -0.29729 0.43710 1.50452  -0.53
P -0.79746 -0.45846 -1.05017  -0.08
H 2.14131 0.89559 0.15823  0.22
H 0.32400 -1.90174 0.57176  0.28

Atomic forces in eV per Å
C -0.498 0.626 -0.698
C 0.412 -0.571 0.428
C -0.160 -0.941 -1.521
O -1.142 1.122 0.117
O -0.165 -1.101 0.406
O 0.051 -0.048 0.085
O 1.349 -0.128 1.636
P 0.112 1.301 -0.820
H 0.115 -0.079 0.273
H -0.074 -0.180 0.094

maximum force = 2.12 eV/Å
DFT total energy = -20620.303 eV
total charge = -1
ΔE to the lowest compared entry with this formula, charge and spin = 260.1 kJ/mol
M = 133.02 g mol⁻¹
HOMO-LUMO gap (spin up / spin down) = 0.271 / 0.253 hartree

=====

Entry 6:
The molecule C3H2S in a non-equilibrium geometry, computed with the ωB97M-V functional and the def2-TZVPD basis.

Last column: Mulliken charge in e.
Geometry (Å):
C -0.44380 0.26183 0.17592  -0.21
C 0.95306 -0.30608 -0.13817  0.18
C 0.32757 -1.32530 0.34872  -0.62
S -1.80190 1.03854 -0.98291  -0.11
H -0.59336 -0.09500 1.23052  0.35
H 1.55844 0.42601 -0.63409  0.41

Atomic forces in eV per Å
C -2.771 0.201 -0.600
C -1.346 1.593 -0.882
C 1.333 -0.721 -0.296
S 3.895 -1.797 3.057
H -1.825 1.449 -0.841
H 0.714 -0.724 -0.438

maximum force = 5.27 eV/Å
DFT total energy = -13971.146 eV
ΔE to the lowest compared entry with this formula, charge and spin = 447.7 kJ/mol
M = 70.12 g mol⁻¹
HOMO-LUMO gap (spin up / spin down) = 0.273 / 0.252 hartree

=====

Entry 7:
A 12-piece molecular cluster, C3H30O12 overall in a non-equilibrium geometry, computed with the ωB97M-V functional and the def2-TZVPD basis.

Last column: Mulliken charge in e.
Geometry (Å):
O 0.35557 -0.89582 -3.11330  -0.34
H 0.17045 -0.08875 -3.61093  0.38
H 1.15378 -1.35045 -3.42796  0.41
H 0.30981 -0.81344 -2.07383  0.17
C -0.49711 0.42653 1.28944  -0.92
C -0.27008 -0.75513 0.33527  1.24
C -1.58656 -1.24062 -0.30062  -1.36
O 0.74692 -0.56100 -0.60185  -0.57
H -0.85077 1.34746 0.81628  0.34
H 0.38566 0.59115 1.90741  -0.28
H -1.27791 0.21951 2.02580  0.43
H 0.03141 -1.48252 1.10657  0.05
H -1.92143 -0.42450 -0.94914  0.13
H -2.37613 -1.42726 0.42743  0.43
H -1.48190 -2.14740 -0.90024  0.12
O -2.59271 1.24316 -3.02590  -0.57
H -2.71289 0.57135 -3.70751  0.31
H -1.68808 1.54713 -3.13982  0.23
O 2.91054 -1.73216 1.20777  -0.69
H 2.58684 -1.67385 2.11089  0.28
H 2.16772 -1.43429 0.65985  0.33
O -1.17651 -1.56336 4.04658  -0.63
H -0.34343 -1.38986 3.59787  0.29
H -1.32404 -0.78154 4.58927  0.33
O -4.55413 1.25072 -0.66941  -0.64
H -5.11889 1.28802 -1.44630  0.31
H -3.68062 1.04238 -1.01753  0.29
O 0.64471 4.05305 0.74289  -0.64
H -0.20205 3.83969 1.14637  0.32
H 0.64498 3.57010 -0.09817  0.35
O 0.46834 2.35194 -1.49448  -0.68
H 0.68714 1.45556 -1.17310  0.39
H 0.32700 2.24629 -2.43711  0.23
O 2.55233 1.89909 2.65694  -0.67
H 1.94012 1.96743 1.91339  0.33
H 3.34800 2.34758 2.35644  0.30
O 1.20278 0.70579 4.70887  -0.63
H 1.54285 -0.11757 5.07307  0.32
H 1.83294 0.94400 4.00433  0.35
O -0.82659 -5.02923 -2.93024  -0.64
H -0.80142 -4.47199 -2.14546  0.32
H -0.96662 -5.91806 -2.58907  0.32
O 3.69233 0.36817 -1.82075  -0.62
H 2.86923 0.10885 -1.38237  0.31
H 3.67839 -0.08615 -2.66759  0.27

Atomic forces in eV per Å
O -0.305 -0.570 -1.836
H 0.170 -0.015 0.051
H -0.024 0.083 0.107
H 0.878 0.594 3.691
C -0.586 0.451 -0.070
C -0.583 -0.388 1.197
C 0.279 0.632 0.094
O -0.508 0.176 -2.162
H 0.398 0.076 -0.257
H 0.171 0.228 -0.294
H -0.058 -0.419 -0.148
H 0.182 -0.747 -0.513
H -0.192 -0.105 -0.162
H 0.101 0.065 0.109
H 0.247 0.000 -0.015
O 0.163 -0.300 -0.193
H -0.181 0.030 0.037
H -0.096 0.301 0.174
O -0.122 -0.072 -0.020
H 0.056 0.031 0.009
H 0.024 0.132 -0.165
O -0.088 -0.146 0.012
H -0.004 0.152 0.070
H 0.126 0.042 -0.043
O -0.027 -0.088 0.110
H 0.024 0.047 -0.007
H -0.025 0.085 -0.089
O 0.128 -0.156 0.019
H 0.006 0.036 0.009
H -0.091 0.151 0.076
O -0.092 -0.448 -0.186
H -0.036 -0.246 0.309
H 0.202 0.356 -0.069
O 0.023 -0.047 -0.300
H -0.004 0.208 0.047
H 0.028 -0.021 0.080
O 0.025 -0.413 -0.138
H -0.016 0.061 0.114
H -0.097 0.258 0.181
O 0.028 0.113 0.040
H -0.021 -0.057 0.023
H 0.009 -0.003 -0.032
O -0.328 0.036 -0.193
H 0.031 -0.074 0.299
H 0.183 -0.028 0.033

maximum force = 3.84 eV/Å
DFT total energy = -28165.790 eV
ΔE to the lowest compared entry with this formula, charge and spin = 307.1 kJ/mol
M = 258.26 g mol⁻¹
HOMO-LUMO gap = 0.282 hartree

=====

What is the M in the fourth record? 86.05 g mol⁻¹